Version i
15
Properties=species:S:1:pos:R:3 method="wB97M-V/def2-TZVPD" orbital_gap_ev=10.34 smiles="O=C1CC=NC12CC2"
O -0.576 2.182 -0.266
C -0.586 0.978 -0.181
C -1.921 0.206 0.086
C -1.444 -1.184 -0.004
N -0.220 -1.351 -0.233
C 0.456 -0.094 -0.220
C 1.617 -0.162 0.736
C 1.848 0.118 -0.738
H -2.735 0.457 -0.545
H -2.333 0.582 1.030
H -2.133 -2.129 0.161
H 1.780 -1.061 1.308
H 1.967 0.759 1.211
H 2.062 1.208 -0.779
H 2.218 -0.508 -1.565


Version ii
15
Properties=species:S:1:pos:R:3 method="wB97M-V/def2-TZVPD" orbital_gap_ev=9.56 smiles="O=C1C=CC2(CC2)N1"
O 2.750 -0.571 0.392
C 1.640 -0.213 -0.124
C 1.196 1.266 -0.133
C -0.167 1.198 -0.159
C -0.896 -0.123 -0.153
C -2.302 -0.355 -0.486
C -2.166 0.021 0.871
N 0.408 -1.056 -0.379
H 1.873 2.117 -0.055
H -0.679 2.050 -0.367
H -2.933 -1.392 -0.455
H -2.751 0.170 -1.297
H -2.332 -0.770 1.753
H -2.286 1.134 1.152
H 0.421 -2.105 -0.108


Version iii
15
Properties=species:S:1:pos:R:3 method="wB97M-V/def2-TZVPD" orbital_gap_ev=8.68
C 1.649 -0.074 -0.485
C 1.217 1.282 -0.171
C -0.365 0.862 -0.046
C -1.774 0.803 0.297
C -1.278 -1.160 -0.373
C 0.013 -0.473 -0.564
H 2.493 -1.878 0.170
H 3.059 -0.259 0.950
H 2.010 -0.232 -1.441
H 1.456 1.842 0.846
H 1.526 2.027 -0.792
H -2.652 1.538 0.687
H -1.714 -2.162 -0.128
N 2.118 -0.823 0.813
O -2.222 -0.320 0.260


Version iv
15
Properties=species:S:1:pos:R:3 method="wB97M-V/def2-TZVPD" orbital_gap_ev=5.91
C 0.532 1.575 0.373
C 0.852 -0.125 1.372
C -0.543 -1.558 -0.310
C -0.874 -0.081 -1.404
C 0.145 -0.370 -0.533
C -0.152 0.435 0.666
H 0.355 1.824 -1.912
H 0.394 2.471 0.973
H 1.946 -0.319 1.278
H -1.603 -1.600 -0.083
H -0.826 -0.505 -2.466
H 1.143 -0.459 -0.915
H -1.197 0.487 1.075
N -0.270 1.683 -1.039
O 0.240 -1.616 1.043


The data favor version i; the next most stable structure lies 0.0774 hartree above it.


Version i
13
Properties=species:S:1:pos:R:3 method="wB97M-V/def2-TZVPD" charge=+1 orbital_gap_ev=12.34
Na 0.501 0.092 -0.245
O 0.230 -1.426 0.585
H 0.523 -2.322 0.420
H -0.420 -1.511 1.282
O 0.220 -0.605 -1.867
H 0.167 -0.746 -2.813
H -0.214 -1.369 -1.487
O 0.812 0.929 1.377
H 0.102 0.822 2.010
H 0.986 1.871 1.369
O -0.713 1.129 -0.184
H -1.022 1.702 0.517
H -1.174 1.434 -0.965


Version ii
13
Properties=species:S:1:pos:R:3 method="wB97M-V/def2-TZVPD" charge=+1 orbital_gap_ev=11.22
Na -0.106 -0.277 0.579
O 0.668 1.288 1.090
H 1.209 1.366 1.875
H -0.064 1.886 1.243
O -0.710 0.262 -0.997
H -1.567 -0.016 -1.320
H -0.577 1.128 -1.382
O -0.924 -1.683 0.106
H -1.650 -2.100 0.571
H -0.304 -2.394 -0.057
O 1.265 -0.151 -0.377
H 2.041 0.404 -0.300
H 0.720 0.287 -1.031


The data favor version i; the next most stable structure lies 0.0539 hartree above it.


Version i
10
Properties=species:S:1:pos:R:3 method="wB97M-V/def2-TZVPD" orbital_gap_ev=9.24
C 1.235 -1.084 0.023
C -0.106 -0.978 -0.052
C -0.818 0.285 -0.008
Cl -2.579 0.183 -0.074
C -0.330 1.483 0.195
F 0.855 1.819 -0.209
H 1.829 -0.237 -0.081
H 1.699 -2.031 0.059
H -0.874 -1.813 -0.220
H -0.912 2.372 0.367


Version ii
10
Properties=species:S:1:pos:R:3 method="wB97M-V/def2-TZVPD" orbital_gap_ev=9.77 smiles="C=C(F)C(=C)Cl"
C 1.311 -1.456 0.428
C 1.010 -0.251 -0.020
F 2.030 0.598 -0.477
C -0.263 0.412 0.062
C -0.415 1.707 0.428
Cl -1.768 -0.484 -0.195
H 2.347 -1.911 0.279
H 0.559 -2.135 0.834
H -1.451 2.085 0.448
H 0.480 2.323 0.654


Version iii
10
Properties=species:S:1:pos:R:3 method="wB97M-V/def2-TZVPD" orbital_gap_ev=10.42 smiles=CC#C[C@@H](F)Cl
C -0.690 0.598 -2.004
C -0.282 0.331 -0.506
C 0.391 0.299 0.614
C 0.622 -0.339 1.888
F -0.361 -1.481 2.040
Cl 2.381 -1.075 1.877
H -0.736 -0.571 -2.561
H -1.887 0.751 -1.804
H -0.106 1.315 -2.523
H 0.668 0.173 2.979


The data favor version ii; the next most stable structure lies 0.0179 hartree above it.


Version i
23
Properties=species:S:1:pos:R:3 method="wB97M-V/def2-TZVPD" orbital_gap_ev=3.94
C -0.117 -1.633 -2.028
N 0.384 -1.625 -0.633
C -1.390 -0.362 1.499
C -0.353 0.493 1.997
C -0.882 1.748 2.581
O 0.592 1.049 0.968
C -0.429 -0.242 -2.570
H -0.912 -2.380 -2.213
H 0.811 -2.088 -2.520
H 1.200 -0.915 -0.795
H -2.301 0.162 1.013
H -1.621 -1.272 2.003
H 0.307 0.064 2.772
H -0.092 2.327 2.873
H -1.404 2.258 1.778
H -1.600 1.437 3.408
H 0.728 0.479 0.215
H -1.054 0.337 -1.785
H -0.971 -0.304 -3.563
H 0.547 0.341 -2.662
H 2.757 0.240 -1.894
H -0.448 -1.312 -0.153
O 1.956 0.448 -1.332


Version ii
23
Properties=species:S:1:pos:R:3 method="wB97M-V/def2-TZVPD" orbital_gap_ev=10.82 smiles=CCC[C@H](N)CO.O
C -2.935 -0.585 1.421
C -1.405 -0.428 1.388
C -0.701 -1.165 0.196
C 0.441 -0.260 -0.295
N -0.143 0.896 -1.046
C 1.477 -0.913 -1.165
O 2.528 -1.505 -0.363
H -3.473 0.352 1.275
H -3.262 -1.029 2.365
H -3.324 -1.130 0.548
H -0.987 -0.681 2.365
H -1.164 0.634 1.311
H -1.481 -1.434 -0.517
H -0.249 -2.047 0.677
H 0.859 0.114 0.659
H 0.074 0.736 -2.028
H -1.150 0.850 -0.992
H 1.990 -0.148 -1.753
H 1.143 -1.795 -1.708
H 2.879 -0.850 0.237
O 0.797 3.358 -0.104
H 1.294 2.783 0.465
H 0.296 2.755 -0.693


The data favor version ii; the next most stable structure lies 0.2590 hartree above it.